No. 1
ORCA calculation (the ωB97M-V functional and the def2-TZVPD basis) on 2 unconnected molecules or ions with the total composition C21H33Cl2F4N3O8PS2 in a non-equilibrium geometry.

Summary:
**E_tot**: -110035.2529 eV
**HOMO energy**: -2.615 eV
**Charge**: -1
**Frontier orbital gap**: 0.097 Ha

Geometry as XYZ:
```
74
Properties=species:S:1:pos:R:3:forces:R:3
C 1.82164 3.50854 1.03166 1.328 -0.159 0.837
C 0.69179 3.15646 0.45393 -0.911 -0.150 -0.494
C 0.27217 1.72989 0.36692 0.744 -1.304 -1.082
N -0.48069 1.11942 1.24502 0.398 2.711 -1.063
P -1.01359 2.16229 2.54444 -2.247 0.108 4.711
O 0.22899 2.75990 3.39547 -0.661 -0.460 -2.242
O -1.87955 3.40718 1.95862 1.760 -0.728 -0.942
S -2.15392 1.26791 3.83033 0.318 -0.287 -0.828
C -0.73814 -0.36847 1.01853 1.313 0.258 0.964
C 0.17728 -0.96724 2.18229 0.495 -0.069 -1.402
C 0.73900 -2.39178 1.90127 1.571 0.246 1.072
C 2.31752 -2.42710 1.86540 -0.619 -0.453 -0.138
Cl 0.27630 -3.42481 3.34804 -0.401 -0.021 -0.641
N -2.12787 -0.69111 1.25327 0.361 0.254 -1.241
C -3.09778 0.13888 0.75692 -2.586 -0.981 1.134
C -4.53367 -0.00875 1.30690 0.987 -0.327 0.359
O -2.92490 0.95641 -0.10344 1.461 1.584 -1.084
C -2.51407 -1.86803 2.01002 0.751 -1.997 -0.631
C -2.43917 -3.31750 1.48999 0.752 0.528 -0.860
O -2.93519 -1.76054 3.09282 -1.232 1.025 2.421
C -0.15729 -0.48878 -0.42395 1.356 -1.142 -1.605
C -1.03817 -0.90544 -1.63250 -0.332 -0.513 0.268
C -1.87513 -2.19412 -1.48370 -0.063 0.146 -1.609
C -2.45825 -2.51936 -2.90722 0.108 0.624 0.568
Cl -1.65003 -3.95126 -3.64562 -0.412 0.382 0.125
C 0.70185 0.78511 -0.80138 -2.682 1.759 1.014
C 0.26170 1.55903 -2.08319 0.933 -0.322 -0.792
C 0.84475 0.95657 -3.42400 -2.047 0.441 0.033
C -0.30490 0.95935 -4.48451 1.069 0.455 -0.550
N 0.32614 1.24454 -5.79804 -0.114 -0.175 0.559
C 2.19850 0.61540 -0.67706 1.314 -0.081 -1.034
F 2.47016 0.44953 0.59837 0.197 -0.132 1.316
F 2.65808 -0.49688 -1.31606 -0.654 -0.218 -0.197
C 3.09021 1.79598 -1.21204 0.852 0.572 0.159
F 4.08422 1.99526 -0.34551 0.042 -0.046 0.325
F 3.69198 1.47322 -2.38525 -0.556 -0.197 -0.349
H 1.99964 4.53001 1.37365 0.082 -0.089 -0.770
H 2.62977 2.79029 1.25904 -0.403 0.108 0.791
H 0.04994 3.90291 -0.02285 -0.337 -0.320 0.609
H 0.86286 2.02858 3.55584 0.406 0.327 0.292
H -2.42345 3.07201 1.22008 -0.060 0.165 0.207
H 1.05109 -0.29741 2.21232 -0.098 -0.389 0.070
H -0.29888 -0.84888 3.16349 -0.214 -0.251 -0.438
H 0.40808 -2.83736 0.95668 -0.542 -0.079 0.538
H 2.65916 -3.23015 2.53020 -0.051 0.277 -0.200
H 2.79199 -1.50760 2.25281 0.055 -0.159 -0.035
H 2.65549 -2.71311 0.85755 -0.051 0.392 0.142
H -4.90302 -1.00260 1.01187 -0.206 0.319 0.234
H -5.15173 0.80198 0.91427 0.217 -0.325 -0.191
H -4.48636 0.08246 2.39977 -0.148 -0.272 -0.273
H -2.28498 -3.97189 2.35068 -0.303 0.327 -0.113
H -3.36868 -3.56362 0.95578 0.212 0.082 0.159
H -1.59356 -3.48532 0.81399 -0.356 0.050 0.079
H 0.62469 -1.27228 -0.44279 -0.498 0.028 0.580
H -1.70797 -0.12424 -2.01079 0.187 -0.062 0.410
H -0.33535 -1.12681 -2.45299 -0.145 0.148 0.333
H -1.23957 -3.04968 -1.22805 -0.302 0.265 0.414
H -2.74506 -2.07216 -0.83416 0.466 -0.139 0.171
H -3.54510 -2.64263 -2.84274 0.339 -0.516 -0.218
H -2.28823 -1.66598 -3.57814 0.038 -0.380 0.070
H 0.63552 2.59491 -2.07598 -0.097 -0.340 0.438
H -0.82934 1.66489 -2.13642 0.301 -0.296 0.179
H 1.59473 1.64758 -3.82295 0.144 -0.465 0.261
H 1.21637 -0.06363 -3.28832 0.287 0.385 -0.098
H -0.85057 0.00138 -4.50370 -0.038 0.365 0.278
H -0.96881 1.81515 -4.28270 -0.096 -0.523 0.083
H 1.22258 0.76807 -5.80883 -0.185 -0.051 -0.459
H -0.25328 0.93591 -6.57031 0.222 -0.093 0.043
H 2.58235 2.75688 -1.33126 -0.216 -0.310 -0.177
O 3.68428 -0.58642 3.70527 -0.795 -0.201 0.048
S 4.76647 0.35963 3.30571 0.797 0.267 -0.137
O 5.57272 -0.24702 2.21912 -0.209 -0.090 -0.132
O 5.61415 0.68408 4.46672 -0.185 0.010 -0.006
O 4.12218 1.61235 2.78142 -0.814 0.507 -0.258
```
Forces are in eV/Å.


No. 2
ORCA calculation (the ωB97M-V functional and the def2-TZVPD basis) on 2 unconnected molecules or ions with the total composition C21H35IN2O5P in a non-equilibrium geometry.

Summary:
**Multiplicity**: 2
**E_tot**: -52937.5508 eV
**HOMO energy (alpha / beta)**: -8.280 / -8.280 eV
**Frontier orbital gap (alpha / beta)**: 0.312 / 0.282 Ha

Geometry as XYZ:
```
65
Properties=species:S:1:pos:R:3:forces:R:3
C 3.85442 -1.20866 -1.04238 -0.777 -0.842 0.899
C 3.26673 -2.24562 -2.21464 0.182 1.569 0.643
C 2.67419 -1.29254 -3.45432 0.562 -1.379 2.679
I 2.50425 -2.59446 -5.20441 -0.386 0.411 0.344
N 3.65219 -0.14710 -3.59307 -2.446 3.423 -3.583
C 3.06604 1.04720 -4.31318 2.338 5.226 -3.048
O 3.81625 1.93824 -5.01980 -4.352 -6.400 4.789
O 1.60543 1.38533 -4.26265 3.046 -0.987 1.920
C 1.22575 1.76549 -2.87324 -0.455 0.099 1.384
C -0.43241 1.80041 -2.65804 0.362 -1.483 0.132
C -1.06184 0.32633 -3.09078 -1.921 -3.867 -0.707
C -1.64251 -0.71481 -1.93682 -0.049 -1.451 -4.043
C -2.22718 -2.20655 -2.39047 1.110 1.763 -2.749
C -2.27374 -2.71802 -3.97314 1.703 4.244 0.804
C -1.73377 -1.67821 -5.12005 0.258 1.307 4.138
C -1.16135 -0.21395 -4.65539 -0.703 -1.383 2.108
P 5.18415 -0.71114 -4.31004 1.991 -4.112 -0.302
O 5.22186 -0.55500 -6.04406 0.284 0.087 1.462
O 6.58793 -0.03103 -3.53565 -1.329 -0.630 -0.341
H 3.22253 -0.20529 -0.98450 1.584 -2.089 -0.274
H 5.00875 -1.01790 -1.14098 -2.431 -0.139 0.056
H 3.66256 -1.75215 -0.00163 0.589 1.149 -2.138
H 4.15994 -2.91578 -2.56438 -2.063 1.139 0.545
H 2.37691 -2.82440 -1.72067 1.766 0.854 -1.302
H 1.59097 -0.98818 -3.13329 2.207 -0.077 -1.011
H 1.67954 0.96131 -2.11746 -1.060 1.805 -1.560
H 1.66531 2.83438 -2.60738 -0.827 -2.233 -0.686
H -0.63325 1.90768 -1.48671 0.549 -0.173 -2.593
H -0.93769 2.70448 -3.20506 1.046 -1.927 0.855
H -1.65237 -0.45459 -0.79075 0.084 -0.454 -2.511
H -2.63313 -2.97351 -1.57535 1.033 2.015 -1.883
H -2.66201 -3.78503 -4.30549 0.871 2.530 1.001
H -1.71596 -1.93612 -6.27905 -0.090 0.546 2.879
H -0.76621 0.55261 -5.48071 -0.961 -2.014 1.955
H 5.42711 -1.45017 -6.49185 -0.486 1.862 1.758
H 6.97877 -0.80040 -2.98903 -1.243 1.624 -1.512
C -3.72222 1.97630 4.10436 0.169 0.397 0.231
C -3.08184 0.78896 3.32290 -1.884 0.549 0.038
C -3.25838 -0.54155 4.11105 0.315 -0.080 -0.023
C -2.33338 -0.67080 5.31246 0.039 -0.036 0.034
C -0.88242 -0.46341 4.89167 -0.281 -0.085 -0.213
C -0.66048 0.87912 4.14753 1.449 0.786 1.293
N -1.64088 1.09858 3.02759 1.016 -4.291 -2.640
O -1.24286 0.28395 1.95190 -0.931 2.570 2.535
C -0.74671 2.03908 5.17701 -0.322 0.079 0.074
C 0.82728 0.93174 3.66367 -0.508 -0.181 -0.585
C -3.96831 0.66948 2.03647 0.837 -0.213 -0.206
H -4.18193 1.65120 5.04369 0.122 0.019 -0.099
H -3.01415 2.77402 4.33728 0.018 -0.243 0.012
H -4.50207 2.48043 3.52241 0.091 -0.323 -0.001
H -3.07201 -1.39457 3.44535 0.064 0.236 -0.102
H -4.29819 -0.64639 4.44838 0.116 0.269 -0.247
H -2.61745 0.04232 6.09312 0.034 0.012 -0.042
H -2.44121 -1.66908 5.75535 -0.024 0.173 -0.053
H -0.24309 -0.51477 5.78249 0.044 0.262 -0.249
H -0.57953 -1.30306 4.25239 -0.027 0.218 -0.101
H -0.69162 3.01365 4.67792 -0.056 -0.185 0.018
H 0.08642 1.99768 5.88880 -0.067 -0.197 -0.289
H -1.65385 2.01163 5.78466 0.034 0.033 -0.153
H 1.09153 0.08526 3.02287 -0.234 0.174 -0.020
H 1.51861 0.89901 4.51398 -0.417 0.050 0.042
H 1.03012 1.85911 3.11280 -0.125 -0.188 0.067
H -3.86386 1.55578 1.39865 0.064 -0.142 0.157
H -5.02871 0.57784 2.30343 0.322 0.118 0.289
H -3.72701 -0.21433 1.43620 0.154 0.203 0.130
```
Forces are in eV/Å.


No. 3
ORCA calculation (the ωB97M-V functional and the def2-TZVPD basis) on a single C4H9NO2 molecule in a non-equilibrium geometry.

Summary:
**ΔE to the lowest compared entry with this formula, charge and spin**: 1.7101 eV
**E_tot**: -9878.3506 eV
**HOMO energy**: -9.631 eV
**Frontier orbital gap**: 0.377 Ha

Geometry as XYZ:
```
16
Properties=species:S:1:pos:R:3:forces:R:3
C -0.53010 -0.42823 1.53129 0.124 -0.448 -0.593
N 0.58473 0.19744 0.79963 -1.197 0.592 0.404
C 0.98616 1.38944 1.37235 0.332 -0.270 0.087
O 0.66896 1.79161 2.46409 -0.025 -0.077 0.122
C 0.40868 0.33356 -0.65950 1.243 -0.438 -0.012
C -0.24874 -0.86102 -1.32528 0.135 0.789 -0.967
O -0.47477 -0.43487 -2.68278 -0.504 -0.432 -0.037
H -1.48927 0.04131 1.31176 -0.041 0.454 0.244
H -0.65224 -1.44303 1.16870 0.239 -0.289 0.163
H -0.33022 -0.44367 2.59823 -0.003 0.160 -0.102
H 1.68187 1.94764 0.73600 0.110 0.124 -0.218
H 1.42375 0.36958 -1.06974 -0.094 0.196 -0.108
H -0.06298 1.26699 -0.96531 -0.494 -0.076 0.159
H 0.46932 -1.68823 -1.35932 -0.460 -0.223 0.450
H -1.21401 -1.08746 -0.88520 0.078 -0.394 0.263
H -1.22113 -0.95106 -3.03491 0.557 0.333 0.144
```
Forces are in eV/Å.